Here is 2 unconnected molecules or ions with the total composition CH4N2 at a distorted geometry from OMol25. Energies are from the ωB97M-V functional and the def2-TZVPD basis.

Calculated values
HOMO (alpha / beta) ... -8.084 / -10.058 eV

Each line ends with the Mulliken charge.
Element x y z (Å)
C -0.37 0.97 -0.18  -0.13
N 0.75 -0.92 0.91  -0.56
N -1.19 1.53 -0.87  -0.36
H 0.62 1.22 0.19  0.34
H 0.17 -0.57 1.67  0.23
H 0.30 -1.66 0.44  0.20
H -1.78 0.98 -1.41  0.29

Here is 2 unconnected molecules or ions with the total composition C4H10N2 at a distorted geometry from OMol25. Energies are from the ωB97M-V functional and the def2-TZVPD basis.

Calculated values
HOMO (alpha / beta) ... -8.192 / -8.259 eV

Each line ends with the Mulliken charge.
Element x y z (Å)
C -0.95 -0.43 -0.26  0.24
C -1.43 1.03 -0.06  -0.95
C 0.67 -1.53 -1.86  -0.83
C 1.45 0.81 2.19  -1.04
N 0.39 -0.64 -0.72  0.17
N 0.07 -1.03 0.49  -0.76
H -1.71 -1.08 -0.56  0.51
H -0.91 1.76 0.62  0.24
H -2.50 0.99 0.24  0.30
H -1.34 1.47 -1.22  0.18
H 0.26 -1.10 -2.80  0.30
H 1.82 -1.68 -1.99  0.23
H 0.20 -2.45 -1.75  0.36
H 2.41 0.43 2.32  0.36
H 1.44 1.56 1.54  0.35
H 0.68 0.79 2.89  0.32

Here is 2 unconnected molecules or ions with the total composition C4H11NO at a distorted geometry from OMol25. Energies are from the ωB97M-V functional and the def2-TZVPD basis.

Calculated values
SMILES string ... C=CO.CNC
HOMO ... -9.058 eV

Each line ends with the Mulliken charge.
Element x y z (Å)
C 0.61 -1.46 0.31  -0.99
N 0.90 0.00 0.16  -0.42
C 2.19 0.21 -0.56  -0.98
H 0.05 -1.81 -0.55  0.30
H 1.57 -2.00 0.34  0.41
H 0.12 -1.60 1.27  0.35
H 1.06 0.36 1.08  0.25
H 3.05 0.00 0.09  0.37
H 2.20 1.24 -0.90  0.31
H 2.28 -0.51 -1.38  0.35
C -2.25 1.36 0.70  -0.70
C -2.26 0.50 -0.32  -0.03
O -1.37 0.31 -1.32  -0.54
H -3.10 1.38 1.37  0.26
H -1.74 2.32 0.77  0.28
H -2.83 -0.42 -0.12  0.30
H -0.46 0.12 -0.93  0.48